This record from OMol25 describes C34H48Br9Cl9O14 as an isolated structure at a distorted geometry. The level of theory is wB97M-V/def2-TZVPD.

Cartesian coordinates (Å):
O 0.09 -2.66 -1.82
C -0.99 -3.14 -1.94
O -1.57 -3.75 -3.00
C -2.79 -4.39 -2.67
C -3.23 -3.78 -1.39
C -1.94 -3.29 -0.77
H -2.62 -5.47 -2.59
H -3.42 -4.22 -3.51
H -3.73 -4.44 -0.68
H -3.88 -2.93 -1.52
H -1.46 -4.03 -0.08
H -1.91 -2.34 -0.27
O -2.51 0.81 -0.37
C -3.75 0.74 -0.36
O -4.35 -0.37 -0.73
C -5.77 -0.23 -0.45
C -6.13 1.25 -0.50
C -4.85 1.71 0.14
H -5.95 -0.71 0.52
H -6.36 -0.82 -1.14
H -7.01 1.37 0.13
H -6.22 1.56 -1.54
H -4.95 1.60 1.22
H -4.41 2.68 -0.07
O 4.58 -6.16 1.10
C 4.44 -5.92 -0.08
O 4.64 -6.89 -1.02
C 4.52 -6.39 -2.29
C 4.49 -4.86 -2.18
C 4.04 -4.59 -0.71
H 3.53 -6.70 -2.75
H 5.32 -6.79 -2.83
H 3.77 -4.46 -2.94
H 5.44 -4.34 -2.35
H 2.94 -4.46 -0.58
H 4.51 -3.63 -0.34
O 0.16 5.25 2.70
C 0.48 5.47 1.56
O -0.52 5.44 0.60
C 0.16 5.47 -0.73
C 1.55 6.05 -0.53
C 1.79 5.82 0.95
H -0.42 6.06 -1.35
H 0.35 4.42 -1.15
H 1.57 7.14 -0.74
H 2.21 5.52 -1.19
H 2.09 6.69 1.54
H 2.57 5.07 1.14
O 1.67 3.13 0.13
C 1.25 2.01 -0.05
O 1.67 1.27 -1.10
C 0.85 -0.01 -1.12
C 0.43 -0.23 0.30
C 0.23 1.23 0.78
H 1.46 -0.80 -1.45
H 0.01 0.17 -1.77
H 1.26 -0.71 0.79
H -0.54 -0.69 0.24
H 0.37 1.44 1.85
H -0.80 1.53 0.69
O 1.19 2.65 6.39
C 2.02 3.21 5.75
O 2.58 4.36 6.20
C 3.50 4.91 5.19
C 3.14 4.23 3.90
C 2.61 2.91 4.40
H 4.54 4.63 5.57
H 3.43 6.03 5.17
H 4.01 4.12 3.23
H 2.37 4.79 3.41
H 3.29 2.03 4.55
H 1.84 2.49 3.75
O -0.46 -6.23 -0.88
C 0.16 -6.90 -0.12
O -0.11 -6.88 1.24
C 0.97 -7.65 1.95
C 1.51 -8.68 0.97
C 1.34 -7.89 -0.32
H 0.49 -8.13 2.85
H 1.67 -6.88 2.35
H 0.93 -9.56 0.93
H 2.52 -8.97 1.21
H 1.15 -8.55 -1.19
H 2.17 -7.30 -0.62
C 4.70 2.99 -0.50
Cl 5.29 1.33 -0.27
Cl 4.90 3.46 -2.16
Cl 5.55 4.10 0.62
H 3.68 3.07 -0.19
C 1.63 1.47 -4.35
Cl 1.85 -0.08 -5.07
Cl -0.04 2.10 -4.71
Cl 2.88 2.65 -4.88
H 1.65 1.29 -3.29
C -3.50 -0.79 -4.83
Cl -2.93 0.20 -6.29
Cl -5.16 -0.27 -4.45
Cl -2.56 -0.49 -3.35
H -3.40 -1.83 -5.04
C -3.50 5.09 -3.33
Br -4.05 4.33 -5.01
Br -2.42 6.77 -3.57
Br -2.57 3.79 -2.25
H -4.38 5.46 -2.85
C -3.17 5.46 3.01
Br -4.64 5.22 1.82
Br -3.09 4.08 4.42
Br -3.44 7.18 3.98
H -2.21 5.43 2.53
C -2.14 -0.28 4.55
Br -0.71 0.73 5.35
Br -2.09 -2.12 4.99
Br -2.27 0.16 2.59
H -3.11 0.04 4.92

Spin multiplicity   1
Maximum force   0.0603 Eh/bohr
E   -29685.5600 hartree

Here are the Löwdin charges for atoms 1 to 8, given in e: atom 1 (O): 0.12, atom 2 (C): -0.52, atom 3 (O): 0.01, atom 4 (C): -0.16, atom 5 (C): -0.15, atom 6 (C): -0.08, atom 7 (H): 0.13, atom 8 (H): 0.11